ORCA calculation (ωB97M-V/def2-TZVPD) on 6 unconnected molecules or ions with the total composition C5H24NO5S2.

Geometry as XYZ:
```
37
Properties=species:S:1:pos:R:3:forces:R:3
N 0.501 1.875 -1.477 0.01 0.46 -1.81
C 0.014 2.742 -0.290 1.10 -0.50 -2.83
C 1.276 3.591 -0.012 -0.47 -0.66 0.76
C -0.237 1.813 0.860 -0.18 0.39 1.53
S -1.055 2.879 2.171 0.42 1.04 -1.32
S -0.760 -3.437 -1.231 -1.12 1.43 -0.05
C -0.400 -2.498 0.377 -0.05 -1.47 -1.31
C -1.665 -1.840 0.907 1.76 -1.26 5.55
H 1.307 1.198 -1.298 0.15 0.96 -0.41
H 0.502 2.396 -2.430 1.23 -0.41 2.28
H -0.207 1.235 -1.804 -1.27 -1.18 0.64
H -0.963 3.170 -0.786 1.96 0.00 1.65
H 1.790 3.976 -0.864 -0.12 0.44 -0.81
H 2.063 3.031 0.550 -0.87 -0.06 -0.40
H 0.966 4.358 0.636 -0.05 1.40 0.77
H 0.747 1.346 1.190 -1.60 0.39 -0.39
H -1.056 1.157 0.643 0.26 -1.05 -0.37
H 0.489 -1.921 0.097 -0.71 0.57 0.38
H -0.008 -3.289 1.084 -0.64 0.69 -0.76
H -2.385 -1.409 0.328 -0.99 1.87 -2.26
H -1.275 -1.128 1.799 -1.28 -1.28 -2.07
H -2.363 -2.606 1.431 1.57 0.77 -0.53
H -1.725 -0.628 -2.043 0.21 -1.23 0.03
H -2.783 -2.701 -1.745 -0.21 0.00 -0.11
O -1.942 -2.323 -2.022 1.47 -1.47 1.16
H 3.027 -0.564 -0.755 -1.74 0.04 -1.59
H 2.112 -0.745 -2.206 1.31 0.63 1.75
O 2.533 -0.129 -1.532 -0.41 0.01 -1.02
H 2.128 -1.190 1.304 -0.67 0.31 1.36
H 3.556 -1.528 0.908 3.80 -0.95 1.93
O 2.729 -1.377 0.600 -2.26 0.00 -2.63
H 1.907 0.257 2.851 -1.66 -2.85 0.24
H 1.353 -1.183 3.482 0.30 0.52 0.14
O 1.340 -0.606 2.707 1.19 2.47 0.05
H -2.309 0.751 -2.243 1.03 -0.32 -0.02
H -1.008 2.150 3.244 0.26 -1.08 0.74
O -1.444 0.286 -2.144 -1.73 1.37 -0.29
```
Forces are in eV/Å.

Calculated values
- ΔE to the lowest compared entry with this formula, charge and spin (kcal per mole) = 77.2
- frontier orbital gap (eV) = 9.3
- total charge = +1

Here are the Mulliken charges for atoms 1 to 4, given in e: -0.079, 0.002, -1.389, 0.012